71
Properties=species:S:1:pos:R:3:lowdin_charge:R:1 method="wB97M-V/def2-TZVPD" charge=0 multiplicity=5 de_lowest_kj_mol=321.2 total_energy_ev=-101696.3331 largest_force_ev_per_a=2.498 lumo_ha="-0.0836 / -0.0751"
Co 1.361 -0.571 -0.953 0.65
O 5.268 0.082 -0.287 0.10
C 4.200 -0.225 -0.771 -0.55
O 3.071 -0.237 -0.159 -0.08
C 4.044 -0.633 -2.219 -0.15
C 5.074 -0.869 -3.115 0.02
C 4.741 -1.203 -4.421 -0.03
C 3.404 -1.293 -4.773 0.02
C 2.439 -1.063 -3.802 -0.14
N 2.764 -0.742 -2.558 0.11
C 0.921 -1.155 -3.977 -0.63
O 0.427 -1.163 -5.092 0.05
O 0.336 -1.170 -2.861 -0.10
H 6.095 -0.777 -2.780 0.12
H 5.516 -1.387 -5.151 0.11
H 3.082 -1.547 -5.770 0.12
S 0.986 -2.881 -0.313 0.81
C 0.643 -2.399 1.321 -0.80
N 0.282 -3.370 2.150 0.03
N 0.354 -3.243 3.470 0.04
C 1.343 -2.695 4.249 -0.24
C 2.564 -2.247 3.729 -0.01
C 3.516 -1.708 4.570 -0.07
C 3.285 -1.617 5.935 -0.09
C 2.093 -2.099 6.462 -0.09
C 1.134 -2.639 5.634 -0.03
N 0.650 -1.132 1.691 0.05
N 0.889 -0.185 0.843 -0.10
C 0.780 1.100 1.275 -0.25
C 0.829 2.165 0.359 -0.02
C 0.566 3.453 0.773 -0.08
C 0.289 3.726 2.106 -0.09
C 0.305 2.691 3.033 -0.08
C 0.544 1.395 2.631 0.00
H -0.359 -3.777 3.958 0.16
H 2.767 -2.348 2.675 0.11
H 4.452 -1.367 4.155 0.11
H 4.032 -1.189 6.586 0.10
H 1.918 -2.062 7.528 0.10
H 0.210 -3.019 6.046 0.11
H 1.052 1.954 -0.684 0.10
H 0.558 4.254 0.045 0.11
H 0.073 4.737 2.419 0.10
H 0.107 2.894 4.075 0.10
H 0.548 0.583 3.340 0.10
C -4.147 2.870 -2.034 -0.01
N -3.199 1.846 -2.423 -0.08
N -2.736 0.965 -1.448 0.08
C -1.397 0.705 -1.665 -0.35
O -0.732 -0.030 -0.922 -0.05
C -1.032 1.481 -2.808 0.08
C -2.132 2.157 -3.230 -0.24
C -2.286 3.070 -4.390 -0.01
C -3.626 0.142 -0.734 -0.17
C -3.228 -0.473 0.449 0.01
C -4.123 -1.285 1.125 -0.07
C -5.417 -1.453 0.662 -0.09
C -5.806 -0.849 -0.521 -0.08
C -4.909 -0.074 -1.232 -0.03
H -4.937 2.438 -1.422 0.08
H -4.584 3.297 -2.935 0.09
H -3.659 3.668 -1.462 0.10
H -0.071 1.448 -3.272 0.12
H -1.408 3.006 -5.025 0.09
H -2.413 4.108 -4.081 0.09
H -3.156 2.773 -4.973 0.09
H -2.226 -0.339 0.819 0.10
H -3.809 -1.782 2.029 0.10
H -6.116 -2.065 1.211 0.10
H -6.809 -0.985 -0.900 0.10
H -5.194 0.338 -2.188 0.11

9
Properties=species:S:1:pos:R:3:lowdin_charge:R:1 method="wB97M-V/def2-TZVPD" charge=0 smiles=IC1CC1 multiplicity=1 de_lowest_kj_mol=133.6 total_energy_ev=-11290.6439 largest_force_ev_per_a=4.944 lumo_ha=0.0191
I -2.734 0.056 -0.019 0.67
C -0.629 -0.148 -0.587 -0.61
C 0.423 -0.558 0.365 -0.30
C 0.548 0.857 0.046 -0.09
H -0.612 -0.545 -1.531 0.01
H 1.003 -1.359 -0.032 0.10
H 0.310 -0.835 1.361 0.08
H 0.342 1.452 0.906 0.09
H 1.349 1.081 -0.508 0.04